No. 1
Below is a molecular structure, H18O9Xe, with properties calculated with ωB97M-V with the def2-TZVPD basis set.

XYZ file:
```
28
Properties=species:S:1:pos:R:3:forces:R:3:mulliken_charge:R:1
Xe -0.081 -0.659 1.045 -0.1 0.0 0.0 0.0286
O 2.285 -0.800 3.948 -0.1 -0.2 0.3 -0.6207
H 2.102 0.114 4.167 0.0 0.2 0.1 0.3037
H 2.484 -0.788 3.012 0.2 0.0 -0.4 0.2937
O -0.193 0.913 -2.488 -0.1 -0.5 -0.7 -0.6470
H 0.480 1.410 -2.023 0.1 0.2 0.1 0.3828
H -0.992 1.060 -1.981 -0.2 0.0 0.1 0.3608
O 2.602 -1.909 -1.160 -0.2 0.3 0.2 -0.6039
H 3.108 -2.531 -0.637 0.2 -0.3 0.1 0.3228
H 3.259 -1.321 -1.533 0.2 0.0 -0.6 0.2885
O -2.339 1.705 -0.786 0.2 -0.2 0.0 -0.7286
H -3.179 1.679 -1.244 -0.4 -0.1 -0.4 0.3467
H -2.184 2.635 -0.621 0.1 0.4 0.0 0.2913
O -4.032 1.391 1.235 -0.6 -0.1 0.6 -0.6997
H -3.639 1.519 2.098 0.0 0.0 0.3 0.3388
H -3.285 1.324 0.639 0.5 0.1 -0.3 0.3785
O 1.376 2.574 -1.116 0.4 0.3 0.2 -0.6434
H 0.884 3.307 -0.746 -0.1 0.3 0.0 0.3036
H 1.944 2.281 -0.404 0.1 -0.1 0.2 0.2882
O -0.196 -3.452 -1.822 -0.2 -0.1 -0.2 -0.5746
H -0.020 -2.907 -1.054 0.1 0.3 0.1 0.2303
H 0.198 -4.298 -1.610 0.1 -0.2 0.0 0.3054
O 3.596 -0.216 1.001 0.1 0.1 0.4 -0.5311
H 3.545 0.740 0.986 0.2 0.2 0.1 0.3044
H 3.365 -0.483 0.112 -0.4 -0.3 -0.2 0.2667
O -3.974 -1.363 0.264 -0.1 -0.4 -0.2 -0.6448
H -4.032 -0.577 0.808 -0.2 0.4 0.3 0.3974
H -3.085 -1.347 -0.089 0.2 -0.1 -0.1 0.2617
```
Positions in Å, forces in eV/Å.

Output
- Energy above the lowest of the compared OMol25 structures with the same formula, charge and spin: 1.3110 eV
- Orbital gap: 9.9 eV
- Net charge: 0
- Spin multiplicity: 1
- DFT total energy: -27681.54919 eV

No. 2
Below is C11H21BSi in the gas phase at a distorted geometry, with properties calculated with ωB97M-V with the def2-TZVPD basis set.

XYZ file:
```
34
Properties=species:S:1:pos:R:3:forces:R:3:mulliken_charge:R:1
B -0.617 1.080 -0.072 0.4 3.4 1.3 0.5352
C -2.132 0.803 -0.337 2.2 -2.4 -0.7 -0.6316
C -0.656 -1.861 -0.459 -1.7 1.8 -2.0 -1.1027
C 0.666 0.257 -0.382 -2.0 -2.5 -0.1 0.4057
C 0.539 -1.220 -0.383 -0.8 0.7 0.2 0.8648
C 2.679 0.718 -1.925 -0.8 -2.1 0.9 -1.2469
C -1.236 3.571 1.119 -0.8 1.2 0.8 -1.2872
C 1.850 -2.119 1.528 -0.5 -3.5 -0.7 -1.2279
C -3.446 -2.017 0.238 -2.2 0.2 0.3 -1.2404
C 2.024 0.808 -0.512 -0.2 2.9 -0.9 -0.7734
C -0.169 2.651 0.614 0.7 -2.2 -1.5 -0.4956
C 1.699 -2.013 -0.010 2.5 -4.3 0.1 -0.6462
Si -2.307 -1.008 -0.883 -0.2 -0.2 1.3 0.2258
H -2.937 1.492 -0.329 -0.5 0.7 0.2 0.4864
H -0.895 -2.907 -0.535 1.1 -0.7 0.4 0.4752
H 2.499 1.668 -2.379 -0.3 0.0 -1.2 0.4323
H 3.737 0.514 -1.891 0.5 0.4 0.4 0.3158
H 2.306 -0.250 -2.353 -0.1 1.4 -0.6 0.2939
H -1.849 3.011 1.867 0.5 0.5 -0.2 0.2912
H -0.793 4.508 1.656 -0.9 -1.5 -1.1 0.3007
H -1.996 3.867 0.356 0.8 0.1 0.4 0.2719
H 2.489 -3.000 1.898 -0.8 1.2 -0.9 0.3249
H 0.868 -2.255 1.953 -0.4 -0.2 0.2 0.3295
H 2.227 -1.277 1.941 1.3 2.9 1.2 0.3741
H -3.125 -2.581 1.134 0.1 1.0 -0.1 0.3402
H -4.402 -1.429 0.402 1.2 0.0 0.7 0.3583
H -4.002 -2.785 -0.281 0.5 -0.7 -1.0 0.3742
H 2.746 0.460 0.172 0.5 -0.6 1.3 0.4286
H 1.861 1.900 -0.328 0.8 -1.0 0.1 0.1322
H 0.471 2.981 -0.234 -0.8 0.8 0.1 0.3526
H 0.615 2.584 1.376 -0.2 -0.5 0.2 0.3707
H 1.593 -3.188 -0.368 0.1 3.1 0.5 0.3028
H 2.688 -1.672 -0.386 -0.8 -0.1 -0.2 0.2429
H -2.997 -1.291 -2.206 0.8 0.4 0.2 -0.1778
```
Positions in Å, forces in eV/Å.

Output
- Energy above the lowest of the compared OMol25 structures with the same formula, charge and spin: 1.2013 eV
- Orbital gap (alpha / beta): 6.4 / 7.8 eV
- Net charge: 0
- Spin multiplicity: 1
- DFT total energy: -20297.16366 eV

No. 3
Below is C13H22O5 in the gas phase, with properties calculated with ωB97M-V with the def2-TZVPD basis set.

XYZ file:
```
40
Properties=species:S:1:pos:R:3:forces:R:3:mulliken_charge:R:1
C -3.932 -1.810 -0.163 0.0 0.3 0.0 -1.6417
C -3.390 -0.417 0.151 0.1 -0.1 0.0 0.2704
C -3.168 -0.256 1.653 -0.1 0.1 -0.2 -1.5586
C -2.119 -0.109 -0.669 0.0 -0.1 0.0 0.8533
C -1.687 1.310 -0.458 0.4 0.0 -0.1 -0.7572
C -0.399 1.659 -0.391 -0.4 -0.2 -0.1 0.1565
C 0.064 3.044 -0.129 0.4 0.4 0.0 0.0377
O 1.213 3.399 -0.144 0.0 -0.2 0.0 -0.5513
O -0.948 3.888 0.135 -0.4 0.1 0.1 -0.4427
O 0.649 0.812 -0.574 0.1 0.2 0.2 0.0153
C 0.332 -0.496 -1.018 -0.6 -0.5 -0.3 -0.1453
O 1.374 -1.349 -0.691 -0.2 0.2 0.2 -0.4278
C 2.596 -1.182 -1.403 0.4 0.2 -0.3 -0.6200
C 3.479 -0.016 -0.953 -0.1 -0.2 0.2 -0.2754
C 4.091 -0.165 0.444 -0.3 0.2 0.1 -0.7508
C 3.123 0.131 1.597 0.4 0.3 0.0 -0.2511
O 2.295 -0.954 1.933 -0.3 -0.4 -0.1 -0.6372
C -0.936 -1.024 -0.348 0.2 0.2 -0.3 -1.0382
H -4.083 -1.936 -1.232 0.0 -0.1 -0.1 0.3856
H -3.247 -2.579 0.185 0.1 -0.1 0.0 0.3238
H -4.887 -1.957 0.337 -0.1 -0.1 0.0 0.4623
H -4.142 0.318 -0.162 0.0 0.0 0.0 0.4502
H -2.694 0.698 1.872 0.1 0.1 0.1 0.3688
H -4.123 -0.293 2.173 -0.1 0.0 0.1 0.4769
H -2.544 -1.054 2.045 0.1 -0.1 0.1 0.3404
H -2.385 -0.235 -1.729 0.0 0.0 0.1 0.3397
H -2.443 2.067 -0.336 0.0 0.2 0.1 0.5256
H -0.591 4.774 0.303 0.2 -0.3 -0.1 0.3442
H 0.204 -0.454 -2.120 0.1 0.0 0.3 0.2651
H 2.366 -1.072 -2.472 0.0 -0.1 0.1 0.3519
H 3.121 -2.130 -1.250 0.0 0.1 -0.1 0.3722
H 4.290 0.051 -1.682 0.0 0.0 -0.1 0.4060
H 2.909 0.913 -0.996 0.1 0.0 -0.1 0.1260
H 4.491 -1.174 0.572 0.1 0.0 0.1 0.2874
H 4.921 0.539 0.520 0.1 0.0 0.0 0.3857
H 2.521 1.015 1.342 0.1 0.0 0.1 0.0650
H 3.693 0.351 2.503 0.0 0.1 -0.1 0.4093
H 1.839 -1.225 1.120 0.0 0.0 0.2 0.4873
H -1.106 -2.042 -0.694 0.0 0.0 0.0 0.3330
H -0.747 -1.041 0.725 0.0 0.0 0.1 0.2577
```
Positions in Å, forces in eV/Å.

Output
- Structure (SMILES): CC(C)[C@H]1C=C(C(=O)O)O[C@@H](OCCCCO)C1
- Energy above the lowest of the compared OMol25 structures with the same formula, charge and spin: 0.0000 eV
- Orbital gap: 9.9 eV
- Net charge: 0
- Spin multiplicity: 1
- DFT total energy: -24075.42128 eV

No. 4
Below is a molecular structure, C6H8N4O2 at a distorted geometry, with properties calculated with ωB97M-V with the def2-TZVPD basis set.

XYZ file:
```
20
Properties=species:S:1:pos:R:3:forces:R:3:mulliken_charge:R:1
C 0.547 -1.221 -0.677 1.3 -0.4 1.0 -0.8510
C 0.638 1.454 -0.363 3.1 1.2 1.3 -0.7962
C -1.730 -1.303 0.585 -0.6 1.5 -1.2 -0.5221
C -1.823 1.090 0.362 0.4 -0.1 -1.9 -0.2571
C 1.311 0.037 -0.167 -3.8 1.7 -0.5 0.7805
C 0.202 -0.045 0.952 0.3 0.6 -1.9 -0.0648
N -0.275 -1.286 0.565 0.3 1.9 1.4 0.0343
N -0.325 1.226 0.703 0.3 -2.0 1.7 -0.0059
N -2.334 -0.034 0.886 -0.5 -1.9 0.7 -0.6618
N 2.726 -0.034 -0.101 -0.4 -0.2 1.0 0.8998
O 3.130 -1.030 0.463 1.1 0.0 -0.3 -0.5667
O 3.327 0.910 -0.551 1.1 -0.2 -0.1 -0.5787
H -0.084 -1.102 -1.552 0.4 -0.1 -0.2 0.3532
H 1.244 -2.061 -0.590 -0.3 0.0 -1.0 0.3661
H 1.383 2.286 -0.056 -1.2 -1.3 -0.9 0.2762
H 0.081 1.692 -1.226 0.1 0.1 -1.4 0.3222
H -1.925 -1.754 -0.412 -0.6 0.2 0.3 0.3490
H -1.988 -1.963 1.357 -0.7 -1.2 0.8 0.3183
H -2.381 1.973 0.589 -0.1 0.6 0.8 0.3598
H -1.721 1.165 -0.769 -0.2 -0.4 0.4 0.2448
```
Positions in Å, forces in eV/Å.

Output
- Energy above the lowest of the compared OMol25 structures with the same formula, charge and spin: 10.1943 eV
- Orbital gap (alpha / beta): 6.4 / 7.1 eV
- Net charge: 0
- Spin multiplicity: 1
- DFT total energy: -16397.71510 eV

No. 5
Below is a gas-phase ion, C6H12ClIN3O (charge +1) at a distorted geometry, with properties calculated with ωB97M-V with the def2-TZVPD basis set.

XYZ file:
```
24
Properties=species:S:1:pos:R:3:forces:R:3:mulliken_charge:R:1
C 0.045 -0.458 -2.866 2.4 -2.6 -0.5 -0.7465
O -0.349 -0.947 -1.548 1.1 1.4 1.7 -0.2950
C -0.508 -0.081 -0.529 -1.0 2.2 -3.5 0.3062
N -0.611 1.210 -0.729 0.3 -2.3 -0.3 -0.3651
C -0.612 2.280 0.005 -1.5 1.5 -1.1 0.0599
N -1.598 3.192 -0.146 3.8 -1.2 2.2 -0.2577
C -0.834 -0.695 0.723 -0.5 0.7 3.9 -0.0401
Cl -1.756 0.460 1.893 0.3 -0.7 -1.2 -0.1546
C 0.412 -1.050 1.526 -0.5 -2.6 0.9 -0.0340
C 1.075 -2.319 0.981 -1.6 -1.6 0.7 -1.2834
N 1.185 0.073 1.715 2.0 2.6 -0.2 -0.6026
I 2.594 0.457 0.214 0.0 0.0 0.6 0.1334
H -0.508 0.378 -3.058 -1.4 2.2 -0.7 0.4200
H -0.269 -1.326 -3.454 0.0 0.5 -0.3 0.2875
H 1.179 -0.271 -3.155 -2.1 -0.4 1.6 0.2263
H 0.277 2.570 0.530 0.2 0.0 0.7 0.3328
H -1.513 4.116 0.196 0.3 0.7 0.6 0.2570
H -2.241 3.057 -0.822 -2.7 -0.8 -2.4 0.2150
H -1.471 -1.533 0.709 -0.7 -1.0 -0.7 0.4632
H 0.075 -1.320 2.539 -0.3 0.2 -0.3 0.7218
H 0.926 -3.208 1.777 -0.3 1.6 -2.5 0.2779
H 2.126 -2.251 0.984 1.3 0.4 -0.2 0.3572
H 0.709 -2.393 -0.087 0.6 -1.1 1.3 0.3763
H 1.668 0.060 2.603 0.3 0.1 -0.1 0.3445
```
Positions in Å, forces in eV/Å.

Output
- Structure (SMILES): CO/C(=N/C=[NH2+])[C@H](Cl)[C@@H](C)NI
- Energy above the lowest of the compared OMol25 structures with the same formula, charge and spin: 0.0000 eV
- Orbital gap: 8.3 eV
- Net charge: +1
- Spin multiplicity: 1
- DFT total energy: -33548.70832 eV

No. 6
Below is a molecular structure, C47H46I2N2O2P2SiTa at a distorted geometry, with properties calculated with ωB97M-V with the def2-TZVPD basis set.

XYZ file:
```
103
Properties=species:S:1:pos:R:3:forces:R:3:mulliken_charge:R:1
Ta -0.969 0.049 -0.601 1.1 0.1 0.6 -0.3647
C 3.934 -1.839 3.290 0.0 0.0 0.0 -0.6756
C 3.012 -2.821 2.944 0.0 0.0 0.0 -0.9081
C 1.716 -2.467 2.616 0.0 0.0 0.0 -0.3300
C 1.326 -1.128 2.625 0.0 0.0 0.1 0.6073
C 2.254 -0.148 2.963 0.0 0.0 0.0 -0.4544
C 3.553 -0.507 3.301 0.0 0.0 0.0 -0.6703
P -0.414 -0.768 2.256 -0.1 0.4 -0.3 1.0758
C -1.267 -1.387 3.742 0.0 -0.1 -0.1 0.5728
C -2.604 -1.766 3.652 0.0 -0.1 -0.1 -0.6281
C -3.290 -2.192 4.777 0.0 0.0 0.1 -0.6349
C -2.642 -2.257 6.002 0.0 0.0 0.0 -0.5726
C -1.304 -1.903 6.095 0.0 0.0 0.0 -0.7931
C -0.615 -1.475 4.971 0.0 0.1 0.0 -0.3083
C -0.553 1.031 2.292 0.0 0.0 0.1 1.0494
C -0.492 1.831 3.429 0.0 0.0 0.0 -0.2177
C -0.635 3.200 3.298 0.0 0.0 0.0 -0.9968
C -0.846 3.751 2.037 0.0 0.0 0.0 -1.1714
C -0.921 2.947 0.910 0.0 0.1 0.1 0.3772
C -0.778 1.550 1.001 -0.2 0.5 0.2 -1.2444
H 4.944 -2.117 3.558 0.0 0.0 0.0 0.4299
H 3.304 -3.862 2.943 0.0 0.0 0.0 0.4849
H 0.997 -3.240 2.365 0.0 0.0 0.0 0.5115
H 1.964 0.895 2.972 0.0 0.0 0.0 0.3157
H 4.267 0.261 3.571 0.0 0.0 0.0 0.4916
H -3.111 -1.742 2.695 0.0 0.0 0.0 0.3159
H -4.328 -2.482 4.694 0.0 0.0 0.0 0.4536
H -3.176 -2.593 6.879 0.0 0.0 0.0 0.4067
H -0.790 -1.962 7.045 0.0 0.0 0.0 0.4426
H 0.429 -1.205 5.063 0.0 0.0 0.0 0.4356
H -0.351 1.380 4.404 0.0 0.0 0.0 0.5714
H -0.601 3.838 4.171 0.0 0.0 0.0 0.4178
H -0.975 4.821 1.936 0.0 0.0 0.0 0.5109
H -1.130 3.413 -0.042 0.0 0.0 0.0 0.4203
C 2.473 -2.039 -0.606 0.0 0.1 0.1 -0.2338
C 1.149 -2.714 -0.561 -0.1 -0.1 -0.1 -0.2470
C 1.038 -4.094 -0.472 0.1 0.1 0.0 -0.8478
C -0.214 -4.680 -0.384 0.0 0.0 0.0 -0.9960
C -1.357 -3.903 -0.427 0.1 0.0 0.0 -0.6411
C -1.185 -2.534 -0.585 0.1 0.1 -0.1 0.4785
N 0.037 -1.964 -0.603 0.2 -0.4 0.1 0.6545
N -2.153 -1.552 -0.710 -0.9 -0.4 -0.3 0.8233
Si -3.807 -2.000 -1.267 -0.1 -0.2 0.1 0.2529
C -4.619 -0.534 -2.092 0.0 -0.1 0.1 -0.4414
C -3.590 -3.347 -2.580 0.0 0.2 0.1 -1.2837
C -4.760 -2.659 0.212 0.1 0.1 -0.2 -0.8339
H 3.264 -2.708 -0.278 0.0 0.0 0.0 0.5950
H 2.445 -1.180 0.063 0.1 0.0 0.0 -0.9660
H 2.700 -1.686 -1.612 0.0 0.0 0.0 0.3209
H 1.939 -4.690 -0.446 0.0 0.0 0.0 0.6032
H -0.301 -5.754 -0.281 0.0 0.0 0.0 0.4632
H -2.339 -4.337 -0.350 -0.1 0.0 0.0 0.5453
H -3.919 0.094 -2.637 0.1 -0.1 -0.1 -0.0022
H -5.184 0.102 -1.412 0.0 0.0 0.1 0.0946
H -5.318 -0.933 -2.829 -0.1 0.0 0.0 0.5113
H -2.601 -3.337 -3.041 0.0 0.0 0.0 0.3738
H -4.316 -3.185 -3.378 0.0 0.0 0.0 0.5271
H -3.759 -4.353 -2.196 0.0 0.0 0.1 0.3629
H -4.670 -2.001 1.076 0.0 0.0 0.0 -0.1139
H -4.417 -3.651 0.507 0.1 0.0 0.0 0.3479
H -5.824 -2.741 -0.020 0.0 0.0 0.0 0.3598
C 6.338 1.707 -0.748 0.0 0.0 0.1 -0.6956
C 5.669 0.921 0.176 0.1 0.0 0.0 -0.6878
C 4.290 0.792 0.115 -0.1 0.0 0.1 0.2117
C 3.564 1.447 -0.872 0.1 0.1 -0.1 0.7973
C 4.247 2.254 -1.789 0.0 -0.1 0.0 -1.0323
C 5.623 2.376 -1.731 0.0 0.0 0.0 -0.7603
P 1.756 1.313 -1.040 -0.3 0.0 0.1 2.2088
C 1.318 3.052 -1.352 0.0 0.0 -0.1 0.5297
C 0.566 3.442 -2.456 0.0 -0.1 0.0 -0.6253
C 0.204 4.773 -2.618 0.0 0.0 0.0 -0.6952
C 0.596 5.722 -1.688 0.0 0.0 0.0 -0.7602
C 1.358 5.340 -0.590 0.0 0.0 0.0 -0.7187
C 1.711 4.013 -0.421 0.0 0.0 0.0 -0.4650
C 1.379 0.456 -2.577 0.3 0.1 0.1 0.1293
C 2.189 0.262 -3.697 -0.1 0.1 0.1 -1.0154
C 1.693 -0.474 -4.754 0.0 0.0 0.0 -1.0034
C 0.396 -0.986 -4.691 -0.1 0.0 0.0 -1.0392
C -0.402 -0.767 -3.584 0.0 -0.1 -0.1 -0.2168
C 0.089 -0.051 -2.484 0.1 -0.1 -0.5 -0.1877
H 7.414 1.806 -0.699 0.0 0.0 0.0 0.4096
H 6.219 0.408 0.955 0.0 0.0 0.0 0.4840
H 3.792 0.193 0.863 0.0 0.0 -0.1 0.0522
H 3.694 2.797 -2.545 0.0 0.0 0.0 0.4737
H 6.139 3.002 -2.447 0.0 0.0 0.0 0.4376
H 0.255 2.712 -3.193 0.0 0.0 0.0 0.5453
H -0.378 5.067 -3.481 0.0 0.0 0.0 0.4707
H 0.318 6.759 -1.818 0.0 0.0 0.0 0.4212
H 1.674 6.077 0.136 0.0 0.0 0.0 0.4892
H 2.297 3.725 0.445 0.0 0.0 0.0 0.4548
H 3.193 0.667 -3.722 0.0 0.0 0.0 0.5580
H 2.302 -0.653 -5.629 0.0 0.0 0.0 0.4377
H 0.011 -1.559 -5.525 0.0 0.0 0.0 0.4840
H -1.411 -1.162 -3.580 0.0 0.0 0.0 0.4345
I -3.633 1.068 1.407 -0.1 0.1 0.2 0.7088
I -6.267 0.700 1.463 -0.2 -0.1 0.0 -0.2210
C -2.831 2.462 -3.941 -0.1 0.1 0.0 -0.8077
O -2.027 1.517 -3.221 -0.1 -0.1 -0.1 0.0260
C -2.111 1.580 -1.878 0.0 -0.1 0.1 0.3793
O -2.782 2.438 -1.351 0.0 0.0 0.0 -0.6181
H -2.819 2.132 -4.976 0.0 0.0 0.0 0.2714
H -2.408 3.463 -3.857 0.0 0.0 0.0 0.1802
H -3.848 2.482 -3.550 0.0 0.0 0.0 0.3271
```
Positions in Å, forces in eV/Å.

Output
- Energy above the lowest of the compared OMol25 structures with the same formula, charge and spin: 1.1420 eV
- Orbital gap: 7.2 eV
- Net charge: +1
- Spin multiplicity: 1
- DFT total energy: -100766.37396 eV

Repeat the fifth record exactly.
Below is a gas-phase ion, C6H12ClIN3O (charge +1) at a distorted geometry, with properties calculated with ωB97M-V with the def2-TZVPD basis set.

XYZ file:
```
24
Properties=species:S:1:pos:R:3:forces:R:3:mulliken_charge:R:1
C 0.045 -0.458 -2.866 2.4 -2.6 -0.5 -0.7465
O -0.349 -0.947 -1.548 1.1 1.4 1.7 -0.2950
C -0.508 -0.081 -0.529 -1.0 2.2 -3.5 0.3062
N -0.611 1.210 -0.729 0.3 -2.3 -0.3 -0.3651
C -0.612 2.280 0.005 -1.5 1.5 -1.1 0.0599
N -1.598 3.192 -0.146 3.8 -1.2 2.2 -0.2577
C -0.834 -0.695 0.723 -0.5 0.7 3.9 -0.0401
Cl -1.756 0.460 1.893 0.3 -0.7 -1.2 -0.1546
C 0.412 -1.050 1.526 -0.5 -2.6 0.9 -0.0340
C 1.075 -2.319 0.981 -1.6 -1.6 0.7 -1.2834
N 1.185 0.073 1.715 2.0 2.6 -0.2 -0.6026
I 2.594 0.457 0.214 0.0 0.0 0.6 0.1334
H -0.508 0.378 -3.058 -1.4 2.2 -0.7 0.4200
H -0.269 -1.326 -3.454 0.0 0.5 -0.3 0.2875
H 1.179 -0.271 -3.155 -2.1 -0.4 1.6 0.2263
H 0.277 2.570 0.530 0.2 0.0 0.7 0.3328
H -1.513 4.116 0.196 0.3 0.7 0.6 0.2570
H -2.241 3.057 -0.822 -2.7 -0.8 -2.4 0.2150
H -1.471 -1.533 0.709 -0.7 -1.0 -0.7 0.4632
H 0.075 -1.320 2.539 -0.3 0.2 -0.3 0.7218
H 0.926 -3.208 1.777 -0.3 1.6 -2.5 0.2779
H 2.126 -2.251 0.984 1.3 0.4 -0.2 0.3572
H 0.709 -2.393 -0.087 0.6 -1.1 1.3 0.3763
H 1.668 0.060 2.603 0.3 0.1 -0.1 0.3445
```
Positions in Å, forces in eV/Å.

Output
- Structure (SMILES): CO/C(=N/C=[NH2+])[C@H](Cl)[C@@H](C)NI
- Energy above the lowest of the compared OMol25 structures with the same formula, charge and spin: 0.0000 eV
- Orbital gap: 8.3 eV
- Net charge: +1
- Spin multiplicity: 1
- DFT total energy: -33548.70832 eV